# 1
The following is a quantum chemistry calculation of 2 unconnected molecules or ions with the total composition C4H12 at a distorted geometry, from the OMol25 dataset.

Each line ends with the Mulliken charge.
Positions of all 16 atoms, in Å:
H 3.00 -1.18 1.62  0.265
H -1.65 0.09 -1.48  0.307
H -2.77 1.92 -1.91  0.358
H 0.36 -2.39 1.26  0.315
C 2.28 -1.65 0.95  -1.401
H 0.36 -0.69 0.78  -1.631
C 0.80 -1.41 1.44  1.364
H 0.78 -1.23 2.51  0.489
C -1.16 0.93 -1.03  -1.823
H -1.24 0.64 0.01  -0.098
H -1.25 2.94 -1.92  0.734
H 2.42 -1.17 -0.01  0.497
H -2.38 2.66 -0.46  0.506
C -1.89 2.28 -1.35  -1.415
H 2.47 -2.72 0.91  0.370
H -0.11 0.97 -1.33  0.163

## Properties
* max |F|: 2.4 eV Å⁻¹
* net charge: -1
* E_HOMO (spin up / spin down): 1.544 / -7.479 eV
* multiplicity: 2
* HOMO-LUMO gap (spin up / spin down): 2.704 / 11.820 eV
* total energy: -4340.39191 eV
* ⟨S²⟩: 0.75



# 2
The following is a quantum chemistry calculation of C14H14ClNO4P2S2 in the gas phase at a distorted geometry, from the OMol25 dataset.

Each line ends with the Mulliken charge.
Positions of all 38 atoms, in Å:
C 2.17 1.61 -0.94  -0.644
H 3.87 -0.01 -2.10  0.501
P 1.25 4.17 -0.32  0.619
S 2.89 4.53 0.63  -0.437
C -0.43 0.54 -1.02  -0.967
H -1.89 -0.30 -2.05  0.342
H -0.36 -4.15 0.41  0.440
C -2.95 -1.26 0.60  -0.128
C -1.10 -3.36 0.46  -0.848
Cl -3.76 -1.37 4.24  -0.271
H -0.81 4.40 0.22  0.333
H -1.08 2.51 -0.59  0.029
C 1.97 0.26 -1.20  0.561
C 3.93 -1.05 -0.15  -0.435
S 0.38 -2.00 -1.48  -0.350
H 0.19 4.95 -2.02  0.385
C -3.08 -2.39 1.41  0.337
H 3.59 -0.91 1.74  0.291
C -0.21 1.87 -0.77  -0.217
O 0.03 4.52 0.71  -0.501
O -5.61 -1.44 1.93  -0.456
H 3.17 2.02 -0.93  0.442
H -3.70 -0.47 0.66  0.561
H 4.12 -2.13 -0.20  0.315
H 4.84 -0.44 -0.02  0.362
H -2.23 -4.28 1.97  0.315
C 3.21 -0.60 -1.45  -1.579
C 1.07 2.40 -0.71  1.325
H -5.96 -0.93 2.68  0.293
C -1.88 -1.19 -0.25  -0.419
C 0.70 -0.25 -1.21  0.277
O 3.05 -0.78 0.95  -0.486
P -4.49 -2.46 2.59  0.086
O 1.07 5.10 -1.64  -0.497
C -2.16 -3.40 1.33  -0.417
H 2.89 -1.45 -2.06  0.530
N -1.75 -0.02 -1.08  -0.404
C -0.97 -2.23 -0.33  0.711

## Properties
* max |F|: 2.5 eV Å⁻¹
* net charge: 0
* E_HOMO: -8.572 eV
* SMILES: OCCc1cc(P(O)(O)=S)cc2c1Sc1ccc(P(O)Cl)cc1N2
* HOMO-LUMO gap: 8.679 eV
* total energy: -77198.69543 eV



# 3
The following is a quantum chemistry calculation of 2 unconnected molecules or ions with the total composition C4H6BFO10S2 at a distorted geometry, from the OMol25 dataset.

Each line ends with the Mulliken charge.
Positions of all 24 atoms, in Å:
O 2.28 1.26 -1.27  -0.610
H 0.35 3.46 -0.48  0.222
O -1.00 -4.14 2.56  -0.776
O 1.08 -3.52 3.69  -0.773
O 1.16 -4.74 1.58  -0.778
H -0.18 -1.19 0.49  -0.024
O 2.27 -0.13 -3.28  -0.636
O -0.58 -1.00 -2.43  -0.479
H 0.42 0.47 0.52  0.357
C -0.27 -0.18 -0.01  0.259
C -1.70 0.23 0.06  0.482
H -0.77 4.50 0.48  0.330
S 2.00 -0.01 -1.88  1.041
O -2.00 1.60 0.23  -0.353
H -1.35 3.66 -0.94  0.333
B 0.17 -0.46 -1.44  0.220
O 0.45 -2.41 1.63  -0.702
C -0.66 3.58 -0.11  -1.012
S 0.42 -3.73 2.38  1.032
F 2.88 -1.06 -1.14  -0.178
O -0.58 2.26 1.87  -0.507
H -0.71 -0.39 -3.17  0.307
C -1.04 2.42 0.78  0.774
O -2.62 -0.50 -0.12  -0.529

## Properties
* max |F|: 1.2 eV Å⁻¹
* net charge: -2
* E_HOMO: 0.080 eV
* HOMO-LUMO gap: 4.007 eV
* total energy: -49785.76547 eV



# 4
The following is a quantum chemistry calculation of C11H22N2O4S in the gas phase at a distorted geometry, from the OMol25 dataset.

Each line ends with the Mulliken charge.
Positions of all 40 atoms, in Å:
C 0.58 3.06 2.64  -0.458
H 0.66 3.75 1.70  0.348
C -0.53 -3.17 0.82  -0.886
N 2.66 1.53 0.36  -0.496
H 2.35 1.63 2.84  0.349
H 2.28 -1.41 -1.33  0.278
H 3.03 -1.14 0.48  0.406
C -2.61 -1.56 -3.01  -0.386
C -2.93 0.05 -3.17  -0.744
C 2.97 0.63 -0.86  0.279
H 0.55 1.94 0.21  0.238
H -3.65 -2.10 -2.82  0.282
H -0.89 2.51 4.11  0.230
H -4.01 0.16 -3.65  0.341
H 0.17 -3.60 -0.02  0.304
C 1.23 1.16 0.79  -0.483
O -1.24 -0.75 2.12  -0.638
C -0.15 0.01 -1.02  -1.053
H 0.31 0.86 -1.69  0.285
H 0.66 0.82 3.08  0.325
H -2.07 0.50 -3.83  0.226
H -2.13 -2.05 -3.96  0.296
C -0.42 -1.28 -2.00  -0.469
H -2.99 0.54 -2.10  0.197
O 3.59 0.94 -2.00  -0.566
H -1.26 3.85 3.19  0.243
S 0.00 -1.52 1.52  1.266
H -0.22 -1.09 -3.14  0.372
C 1.25 1.55 2.38  -0.499
H 3.43 1.19 1.00  0.366
H 1.15 3.49 3.59  0.264
C 0.80 -0.35 0.30  0.792
H 0.25 -2.20 -1.68  0.098
H -0.57 -3.94 1.73  0.376
O -1.83 -1.71 -1.77  -0.290
C 2.28 -0.79 -0.34  -0.585
N -0.87 2.86 3.11  -0.624
H -1.66 -3.05 0.47  0.307
H -1.22 0.42 -0.69  0.362
O 1.06 -1.78 2.65  -0.654

## Properties
* max |F|: 8.8 eV Å⁻¹
* net charge: 0
* E_HOMO: -9.222 eV
* SMILES: CCOCC[C@@]1(S(C)(=O)=O)CC(=O)N[C@@H]1CCN
* HOMO-LUMO gap: 9.517 eV
* total energy: -33760.68366 eV



# 5
The following is a quantum chemistry calculation of C5H6O2 in the gas phase, from the OMol25 dataset.

Each line ends with the Mulliken charge.
Positions of all 13 atoms, in Å:
H 1.28 1.03 2.28  0.390
C 0.33 0.19 0.56  -0.245
O -0.72 0.56 -0.33  -0.286
O -1.94 0.07 -2.12  -0.533
H -0.59 -2.13 -2.38  0.394
H 0.73 2.23 1.10  0.325
C 0.48 1.29 1.58  -1.340
H 1.26 0.06 -0.01  0.385
H -0.45 1.42 2.14  0.326
C 0.71 -2.05 -0.88  -0.463
C -0.28 -1.51 -1.54  0.130
C -1.05 -0.23 -1.36  0.523
H 0.08 -0.77 1.04  0.392

## Properties
* max |F|: 0.7 eV Å⁻¹
* net charge: 0
* E_HOMO: -10.866 eV
* HOMO-LUMO gap: 9.978 eV
* total energy: -9373.33529 eV



# 6
The following is a quantum chemistry calculation of 2 unconnected molecules or ions with the total composition C3H4F2OS at a distorted geometry, from the OMol25 dataset.

Each line ends with the Mulliken charge.
Positions of all 11 atoms, in Å:
S -3.43 0.57 0.35  -0.225
H 1.40 -1.94 0.51  0.214
O 0.76 2.26 -0.93  -0.298
F 0.10 -1.15 -0.90  -0.246
H -2.26 1.02 0.07  0.083
H -0.12 -0.83 0.99  0.183
C 1.26 1.30 -0.56  0.556
H -3.15 -0.58 -0.18  0.136
C 0.73 -0.95 0.24  -0.144
F 2.96 0.12 0.47  -0.269
C 1.74 0.18 -0.06  0.010

## Properties
* max |F|: 3.6 eV Å⁻¹
* net charge: 0
* E_HOMO: -9.233 eV
* SMILES: O=C=C(F)CF.S
* HOMO-LUMO gap: 9.269 eV
* total energy: -21490.62759 eV



# 7
The following is a quantum chemistry calculation of 2 unconnected molecules or ions with the total composition C3H2FN at a distorted geometry, from the OMol25 dataset.

Each line ends with the Mulliken charge.
Positions of all 7 atoms, in Å:
F 2.39 -0.68 -0.11  -0.028
H -0.70 -0.81 0.91  0.361
C 1.43 -1.45 0.10  0.091
C -0.41 1.17 -0.04  0.565
C -0.95 -0.06 0.12  -0.842
H -1.72 -0.41 -0.66  0.223
N -0.03 2.24 -0.32  -0.370

## Properties
* max |F|: 3.2 eV Å⁻¹
* net charge: 0
* E_HOMO (spin up / spin down): -9.352 / -8.626 eV
* HOMO-LUMO gap (spin up / spin down): 8.965 / 7.319 eV
* total energy: -7344.29954 eV



# 8
The following is a quantum chemistry calculation of C3H5ClO4S2 in the gas phase at a distorted geometry, from the OMol25 dataset.

Each line ends with the Mulliken charge.
Positions of all 15 atoms, in Å:
H 1.55 -1.31 -1.14  0.240
H 2.69 0.68 -1.03  0.267
O -1.51 -1.93 -0.36  -0.408
S -1.89 -1.03 0.66  0.813
H 0.13 0.74 -2.01  0.382
O -0.43 1.69 1.46  -0.523
H 0.81 -1.09 0.54  0.256
H 2.07 1.33 0.56  0.245
C 1.91 0.69 -0.33  -0.566
Cl -1.14 -1.56 2.59  -0.176
S -0.85 1.07 0.20  1.000
C 0.54 0.53 -0.95  0.092
C 1.23 -0.64 -0.40  -0.608
O -3.28 -0.83 0.89  -0.451
O -1.82 1.65 -0.67  -0.563

## Properties
* max |F|: 2.7 eV Å⁻¹
* net charge: 0
* E_HOMO: -10.696 eV
* SMILES: O=S(=O)(Cl)S(=O)(=O)C1CC1
* HOMO-LUMO gap: 8.976 eV
* total energy: -45571.59249 eV